Formula: C43H44AsBiI2N4O3S
Source: the Open Molecules 2025 dataset
Level of theory: ωB97M-V with the def2-TZVPD basis set

Summary:
Gap between HOMO and LUMO ... 7.58 eV
Net charge ... +2
Energy relative to the best compared isomer or geometry (same formula, charge and spin) ... 0.00 kcal/mol
Calculated total energy ... -5553.29828 hartree
Lowest unoccupied orbital energy ... -5.49 eV

Last column: Löwdin charge in e.
Positions of all 99 atoms, in Å:
Bi1 0.522768 -1.372200 0.154069  1.56
S1 1.118671 0.103068 2.089760  0.56
C1 2.838749 -0.380431 2.318818  -0.65
C2 3.248537 -0.495664 3.643462  -0.11
C3 4.594289 -0.646757 3.946718  -0.04
C4 5.542870 -0.667954 2.935069  -0.05
C5 5.139069 -0.575265 1.611220  -0.09
C6 3.790217 -0.463371 1.291298  -0.42
As1 3.138690 -0.374808 -0.513518  1.23
C7 3.416417 1.450755 -1.048216  -0.37
C8 3.460368 1.821641 -2.387421  -0.09
C9 3.556834 3.165661 -2.726052  -0.05
C10 3.612003 4.136247 -1.735445  -0.06
C11 3.583858 3.761600 -0.396655  -0.07
C12 3.476690 2.421478 -0.049133  -0.11
C13 4.099526 -1.561276 -1.673770  -0.38
C14 3.673885 -1.619705 -3.000961  -0.13
C15 4.276951 -2.501412 -3.883845  -0.06
C16 5.288306 -3.343146 -3.440549  -0.05
C17 5.688422 -3.309114 -2.113276  -0.05
C18 5.095989 -2.421581 -1.225064  -0.09
H1 2.515588 -0.441116 4.438204  0.11
H2 4.900036 -0.731641 4.981185  0.12
H3 6.594324 -0.756997 3.173689  0.12
H4 5.886201 -0.577350 0.828617  0.11
H5 3.439401 1.079139 -3.174046  0.09
H6 3.600689 3.452077 -3.768875  0.12
H7 3.676729 5.182959 -2.003088  0.12
H8 3.657923 4.514321 0.378909  0.12
H9 3.464946 2.139067 0.996624  0.10
H10 2.868779 -0.985436 -3.355333  0.09
H11 3.952786 -2.535447 -4.915526  0.11
H12 5.758392 -4.032784 -4.128841  0.12
H13 6.466731 -3.974043 -1.762792  0.12
H14 5.411238 -2.422217 -0.192042  0.09
I1 -3.414511 -3.980849 1.249355  0.26
I2 -4.291523 -5.941074 2.796752  0.16
C19 -4.864127 0.079569 -1.328429  0.00
N1 -3.726082 -0.812075 -1.098236  -0.12
C20 -3.644961 -1.980319 -1.972065  -0.04
C21 -2.868545 -0.621668 -0.106226  -0.52
C22 -3.052803 0.565819 0.792427  0.04
O1 -1.908926 -1.420343 0.088908  -0.33
H15 -5.147980 0.003900 -2.375676  0.10
H16 -4.597954 1.114402 -1.125150  0.07
H17 -5.717961 -0.211794 -0.714376  0.11
H18 -4.599205 -2.506365 -1.958255  0.10
H19 -2.864369 -2.650578 -1.631528  0.06
H20 -3.437443 -1.663743 -2.995820  0.10
H21 -4.058832 0.591276 1.213672  0.10
H22 -2.906653 1.499233 0.240791  0.08
H23 -2.329274 0.511268 1.601956  0.08
C23 -6.161944 3.501966 0.194683  -0.04
C24 -4.882366 3.995137 -0.427816  -0.29
C25 -4.761564 4.155563 -1.805390  -0.04
C26 -3.589927 4.639865 -2.371968  -0.02
C27 -2.515671 4.989688 -1.564545  -0.26
N2 -1.355466 5.562734 -2.165921  0.14
C28 -0.052747 5.365968 -1.795608  -0.52
O2 0.833943 6.157827 -2.002681  0.11
N3 0.222445 4.141216 -1.150055  0.15
C29 -0.156473 2.882117 -1.589380  -0.20
C30 -0.803126 2.612320 -2.794456  0.04
C31 -1.074586 1.297472 -3.139043  -0.01
C32 -0.701299 0.276815 -2.291578  -0.16
N4 -0.093836 0.539924 -1.124856  -0.15
C33 0.163143 1.797329 -0.773653  -0.10
C34 -2.618979 4.836740 -0.186332  -0.01
C35 -3.787667 4.335649 0.365525  -0.04
H24 -7.018697 3.707655 -0.445767  0.09
H25 -6.339369 3.978956 1.158120  0.09
H26 -6.136761 2.422676 0.370305  0.07
H27 -5.604157 3.925065 -2.447578  0.12
H28 -3.519575 4.776402 -3.445333  0.12
H29 -1.480529 6.403621 -2.710776  0.17
H30 1.123641 4.175453 -0.691980  0.12
H31 -1.059896 3.415216 -3.469479  0.13
H32 -1.555685 1.067698 -4.080418  0.12
H33 -0.896009 -0.763916 -2.526131  0.11
H34 0.656259 1.948136 0.179421  0.07
H35 -1.804645 5.145296 0.455932  0.12
H36 -3.867953 4.255662 1.444314  0.12
C36 -1.125159 -2.371772 3.612292  -0.05
C37 -0.381376 -3.448611 2.878979  -0.43
O3 0.236726 -3.175917 1.841406  -0.21
C38 -0.374277 -4.828394 3.387215  -0.20
C39 -0.833485 -5.126270 4.671848  -0.04
C40 -0.805601 -6.432121 5.132185  -0.06
C41 -0.343490 -7.445073 4.303704  -0.05
C42 0.103427 -7.158031 3.018030  -0.05
C43 0.098642 -5.853410 2.563535  -0.02
H37 -1.387269 -1.575980 2.918874  0.04
H38 -0.469682 -1.953673 4.381669  0.11
H39 -2.024405 -2.750091 4.090788  0.08
H40 -1.199362 -4.343762 5.323232  0.12
H41 -1.148283 -6.660633 6.132341  0.12
H42 -0.332093 -8.466936 4.660751  0.12
H43 0.455120 -7.955364 2.377236  0.11
H44 0.444337 -5.615168 1.567066  0.12

Atomic forces in eV per Å
-0.02 -0.02 -0.11
0.03 -0.09 -0.08
0.03 0.06 0.06
0.01 0.00 -0.01
0.01 0.00 -0.03
-0.01 0.00 0.04
0.02 -0.01 0.05
-0.06 0.07 0.04
-0.16 -0.13 0.14
0.04 0.09 0.04
-0.02 0.07 -0.04
-0.01 -0.05 -0.03
0.04 0.04 0.03
0.02 0.03 -0.02
0.02 0.00 -0.03
0.11 -0.04 0.01
0.03 -0.02 -0.01
0.00 0.00 0.00
0.01 0.00 -0.01
0.00 0.01 -0.01
0.00 -0.03 -0.03
0.01 0.00 -0.02
0.00 0.00 -0.02
-0.02 0.00 -0.01
-0.01 0.00 -0.02
0.01 0.01 0.01
0.00 0.01 0.02
-0.01 -0.03 0.00
0.00 -0.01 -0.01
0.00 -0.01 0.01
-0.01 -0.02 0.01
0.01 0.00 0.01
-0.01 0.01 0.00
-0.01 0.01 -0.01
-0.01 0.00 0.01
-0.01 0.00 -0.03
-0.02 -0.03 0.00
0.04 -0.01 -0.01
0.00 -0.01 0.02
-0.03 0.04 0.00
0.03 0.07 0.01
0.01 0.06 -0.02
-0.11 0.00 0.02
0.00 -0.01 0.00
-0.02 -0.01 0.00
0.00 0.00 -0.01
0.01 -0.01 0.01
0.02 0.00 0.02
-0.01 0.02 0.01
0.02 -0.01 0.00
0.01 -0.01 0.01
0.00 0.00 0.00
0.00 -0.01 -0.01
-0.01 0.00 -0.01
0.00 0.01 0.00
0.01 -0.02 -0.02
0.03 0.00 -0.01
0.07 -0.08 -0.01
-0.08 -0.11 -0.15
0.00 0.06 0.07
-0.07 0.01 0.03
-0.03 0.08 0.04
0.02 -0.01 -0.01
-0.02 0.04 -0.05
-0.02 0.00 0.05
-0.01 -0.02 -0.04
0.01 -0.06 0.01
-0.02 -0.02 0.00
0.03 -0.02 0.04
0.02 0.00 0.00
0.01 0.00 -0.01
0.02 0.00 0.00
0.02 0.01 0.01
0.00 0.00 0.02
-0.02 0.04 0.03
0.03 -0.02 -0.01
-0.02 0.04 0.01
0.00 0.00 0.03
0.02 0.03 0.01
-0.03 0.01 -0.01
0.01 0.00 -0.01
0.00 0.00 -0.02
0.05 0.01 0.03
-0.03 -0.06 -0.03
0.06 0.00 -0.03
0.00 0.09 0.03
0.00 -0.02 0.01
0.01 0.02 -0.01
0.00 -0.02 0.02
0.00 0.01 -0.01
0.00 -0.04 0.01
0.01 -0.01 0.01
-0.01 -0.01 0.01
0.00 0.00 0.00
0.00 -0.01 -0.01
0.00 0.00 -0.01
0.00 0.01 -0.01
0.00 0.01 0.00
0.00 0.00 0.00